(1)
A cluster of 4 separate species, C18H44BO9 in total at a distorted geometry, computed with ωB97M-V with the def2-TZVPD basis set.

Properties
Kohn-Sham gap (eV): 3.3
LUMO (eV): 1.88
Net charge: -1
DFT total energy (eV): -38479.32016

Geometry as XYZ:
```
72
C18H44BO9 | the OMol25 dataset | ωB97M-V with the def2-TZVPD basis set
C -7.4080 -6.2916 3.1769
O -7.0247 -7.4707 2.4821
C -5.6305 -7.7407 2.7541
C -4.9010 -8.2853 1.4771
C -4.0716 -7.1071 0.8733
C -3.1629 -7.5398 -0.3223
C -2.2538 -6.2584 -0.5870
B -3.0918 -5.3894 -1.6402
O -3.5252 -4.0773 -1.2628
O -3.4784 -5.8484 -2.9255
H -7.1454 -5.4316 2.5253
H -6.9169 -6.1762 4.1592
H -8.4968 -6.3242 3.3530
H -5.5145 -8.3976 3.6388
H -5.1724 -6.7594 2.9933
H -4.2218 -9.1182 1.7298
H -5.6652 -8.6073 0.7477
H -3.4224 -6.7250 1.7161
H -4.7862 -6.3033 0.5789
H -2.4993 -8.3728 0.0063
H -1.2373 -6.5124 -0.9428
H -2.1811 -5.6354 0.3535
H -3.9307 -4.1990 -0.4031
H -4.4299 -5.9147 -2.8776
C -3.1918 0.5614 0.5517
O -2.4357 1.0621 -0.5374
C -1.0521 1.1816 -0.2314
C -0.2486 0.0487 -0.8433
O -0.5573 -1.1921 -0.2296
C -1.4159 -2.0061 -1.0275
H -4.1952 0.3394 0.1901
H -2.7554 -0.3544 0.9565
H -3.2614 1.3183 1.3415
H -0.8938 1.2242 0.8506
H -0.7119 2.1297 -0.6619
H 0.8156 0.2382 -0.6661
H -0.4057 0.0003 -1.9253
H -0.8662 -2.3918 -1.8927
H -2.2963 -1.4559 -1.3653
H -1.7442 -2.8458 -0.4249
C 1.9806 3.2990 -2.1906
O 2.7148 2.1069 -1.9695
C 3.3377 1.6251 -3.1538
C 4.8218 1.9398 -3.1607
O 5.0535 3.3381 -3.2746
C 5.4080 3.9316 -2.0362
H 1.6798 3.6932 -1.2198
H 2.5821 4.0532 -2.7043
H 1.0805 3.0836 -2.7762
H 2.8513 2.0330 -4.0446
H 3.2070 0.5389 -3.1643
H 5.2782 1.4675 -4.0363
H 5.3072 1.5345 -2.2682
H 6.4203 3.6271 -1.7494
H 4.7040 3.6650 -1.2446
H 5.3924 5.0133 -2.1627
C 3.5618 5.6766 1.3446
O 4.4425 6.3856 0.4869
C 4.0718 7.7493 0.3332
C 4.9601 8.6592 1.1612
O 4.7422 8.4708 2.5533
C 5.7624 7.6993 3.1647
H 4.0016 4.7002 1.5455
H 3.4172 6.1982 2.2936
H 2.5942 5.5309 0.8532
H 3.0190 7.8987 0.5896
H 4.2013 7.9983 -0.7246
H 4.7049 9.6996 0.9363
H 6.0133 8.5083 0.9067
H 6.6878 8.2812 3.2285
H 5.9477 6.7704 2.6199
H 5.4364 7.4512 4.1743
```

***

(2)
A cluster of 2 separate species, C11H11I in total at a distorted geometry, computed with ωB97M-V with the def2-TZVPD basis set.

Properties
Kohn-Sham gap (eV): 6.3
LUMO (eV): -1.01
Relative energy (zero: lowest compared OMol25 entry of this formula, charge and spin) (kJ/mol): 287.6
Net charge: 0
DFT total energy (eV): -19681.66536

Geometry as XYZ:
```
23
C11H11I | the OMol25 dataset | ωB97M-V with the def2-TZVPD basis set
C 1.7078 2.7628 0.7720
C 2.3009 1.6237 1.3092
C 1.0954 2.5975 -0.4604
C 2.0249 0.2983 0.9066
C 0.6650 1.3629 -0.8833
C 1.1760 0.1951 -0.2041
C -0.0459 0.8702 -2.0123
C -0.0203 -0.5315 -2.1071
C 0.6210 -0.9560 -0.9593
C -2.0556 -1.8278 0.8355
C -1.4140 -0.5570 0.7605
I -2.3967 1.0187 -0.1413
H 2.0789 3.7344 1.0116
H 2.8297 1.9081 2.2608
H 0.6010 3.3304 -0.9066
H 2.4937 -0.5728 1.3496
H -0.4670 1.4960 -2.8295
H -0.4788 -1.0162 -2.9920
H 0.7885 -1.9645 -0.5639
H -2.2823 -2.0766 -0.2597
H -2.9006 -2.0808 1.4689
H -1.2187 -2.5815 1.1898
H -0.8536 -0.1895 1.5994
```

***

(3)
A structure of composition C3I5O2 at a distorted geometry, computed with ωB97M-V with the def2-TZVPD basis set.

Properties
Kohn-Sham gap (spin up / spin down) (eV): 6.8 / 6.8
LUMO (spin up / spin down) (eV): 1.89 / 1.89
Relative energy (zero: lowest compared OMol25 entry of this formula, charge and spin) (kJ/mol): 289.2
Net charge: -1
DFT total energy (eV): -47708.11156

Geometry as XYZ:
```
10
C3I5O2 | the OMol25 dataset | ωB97M-V with the def2-TZVPD basis set
C -1.5266 -0.2773 -0.2606
C -0.6276 0.8304 -0.2110
C 1.2548 -0.4265 0.3513
O -1.8934 -0.8002 0.7940
O -1.8729 -0.5400 -1.4193
I -0.1342 1.7147 -1.9904
I -0.6811 1.8575 1.5333
I 1.0711 -2.2860 -0.7540
I 2.9575 0.6837 -0.4626
I 1.4525 -0.7563 2.4193
```

***

(4)
A cluster of 2 separate species, CH3NO3S in total at a distorted geometry, computed with ωB97M-V with the def2-TZVPD basis set.

Properties
Kohn-Sham gap (eV): 9.7
LUMO (eV): 0.25
Relative energy (zero: lowest compared OMol25 entry of this formula, charge and spin) (kJ/mol): 398.6
Net charge: 0
DFT total energy (eV): -19549.18343

Geometry as XYZ:
```
9
CH3NO3S | the OMol25 dataset | ωB97M-V with the def2-TZVPD basis set
C 0.0408 -0.0268 0.3273
N 1.6293 -0.4358 -0.8411
O 1.4742 -1.1816 -1.7539
O 2.5235 0.2754 -0.5041
O 0.6605 0.7270 1.3145
S -1.1475 0.8129 -0.7552
H -0.2999 -1.0557 0.5423
H 1.4615 1.0467 0.9842
H -2.0300 -0.2241 -0.7675
```